Record 1
# C30H25ClCuN2P2S2

A structure of composition C30H25ClCuN2P2S2 (ωB97M-V/def2-TZVPD, the Open Molecules 2025 dataset).

The max |F| is 0.0193 hartree/bohr. The calculation puts the HOMO energy at -0.14653 Ha. The net charge is -1. For the HOMO-LUMO gap, the calculation gives 6.3 eV. For the relative energy (zero: lowest compared OMol25 entry of this formula, charge and spin), the calculation gives 0.846 eV.

The geometry in XYZ format:
```
63
C30H25ClCuN2P2S2 (ωB97M-V/def2-TZVPD)
C -2.932 4.729 0.454
H 0.703 2.231 -2.880
C -1.848 3.659 -1.860
N -5.292 1.347 2.081
C -4.624 0.619 -1.131
C -1.172 -2.133 3.923
H -1.447 3.200 -2.751
H -1.738 -2.300 4.829
H 0.678 -1.819 4.952
S -1.595 1.131 1.456
N -5.275 0.456 -2.071
H 0.377 -3.502 -4.258
H 1.268 4.484 1.183
H 2.637 4.001 0.184
H -3.783 3.934 -2.714
C 5.087 -0.977 0.729
H 0.863 -1.564 -2.792
C 5.511 -2.294 0.707
C 0.560 -2.661 -0.985
C -2.488 0.784 0.030
C -0.017 -4.829 -2.626
C -0.083 -4.964 -1.248
C -4.622 1.117 1.170
C 0.263 -1.666 1.605
H 6.557 -2.520 0.850
C -3.167 4.074 -1.837
C -1.052 3.799 -0.729
H 5.791 -0.176 0.882
H 2.546 -3.813 0.171
H 1.516 5.266 -0.400
H 1.064 3.982 -2.813
P 1.054 -1.224 0.033
C 0.327 -3.608 -3.183
H -1.604 -1.885 0.577
H -1.018 4.382 1.337
P 0.572 3.001 -0.610
C 0.200 -3.886 -0.430
C 3.258 -3.017 0.325
C -1.111 -1.905 1.542
C 0.613 -2.527 -2.367
H -3.361 5.108 1.369
C 1.213 3.019 -2.326
H 1.972 -1.413 2.875
C 1.598 4.332 0.157
H -0.245 -5.672 -3.263
Cl 3.189 0.944 0.589
C -1.821 -2.154 2.698
C 3.744 -0.692 0.553
C 2.802 -1.702 0.359
H 0.132 -3.990 0.645
C 0.185 -1.867 3.990
H -0.347 -5.915 -0.806
C -3.876 0.835 0.026
C 0.910 -1.631 2.833
H -4.748 4.920 -0.667
Cu 0.131 0.858 -0.047
C 4.595 -3.313 0.503
H -2.885 -2.325 2.646
C -1.611 4.326 0.434
H 2.274 2.771 -2.294
S -1.646 0.368 -1.412
C -3.714 4.606 -0.683
H 4.932 -4.339 0.486
```



Record 2
# C30H25FIrN3O8S3

A structure of composition C30H25FIrN3O8S3 (ωB97M-V/def2-TZVPD, the Open Molecules 2025 dataset).

The max |F| is 0.0086 hartree/bohr. The calculation puts the HOMO energy (alpha / beta) at -0.04899 / -0.08217 Ha. The net charge is -2. Its spin multiplicity is 5. For the HOMO-LUMO gap (alpha / beta), the calculation gives 5.1 / 6.0 eV. The expectation value of S² is 6.014. For the relative energy (zero: lowest compared OMol25 entry of this formula, charge and spin), the calculation gives 0.066 eV.

The geometry in XYZ format:
```
71
C30H25FIrN3O8S3 (ωB97M-V/def2-TZVPD)
C 0.263 2.318 1.507
C -0.776 -2.011 -5.602
H 2.097 7.713 2.362
C 0.353 -8.024 3.342
C 2.180 6.747 1.860
H 3.371 6.199 -2.063
N 1.055 4.602 1.540
C 0.970 5.894 2.224
S 0.603 -2.079 1.246
H 1.264 -4.920 1.237
H -3.751 -3.628 -0.471
C -0.514 -1.659 -3.201
C 2.893 5.374 -1.546
C -3.441 -3.605 -1.510
C 0.468 -5.619 3.097
C 1.690 4.468 0.317
C 2.862 4.122 -2.149
S -2.358 1.318 -1.977
O -1.218 0.436 1.482
O -1.048 1.702 -1.256
C 2.301 5.569 -0.318
C -2.192 -2.775 -1.641
O 1.357 0.913 -0.082
C 1.701 3.211 -0.291
H -0.402 7.561 2.390
H -0.297 -6.620 4.827
H 0.088 -8.889 3.938
C 2.280 3.040 -1.552
C 2.288 6.917 0.351
S -1.376 -3.535 3.075
C 0.196 -4.242 3.633
H -0.416 -1.844 -6.612
H -1.191 5.979 2.284
C -0.359 6.578 1.916
C -1.957 -2.730 -5.388
H 2.232 2.067 -2.022
O -2.054 0.955 -3.352
C -0.915 -2.870 1.476
C 0.140 -6.747 3.843
C 1.229 -7.070 1.324
C -0.080 -1.498 -4.540
Ir -0.566 -0.369 -0.485
H -3.300 -3.476 -3.937
H 1.058 -9.184 1.676
H 1.016 5.675 3.293
H 1.440 7.506 -0.014
C 0.898 -8.190 2.076
H 0.818 -0.910 -4.682
H 3.082 6.254 2.233
H 0.976 -3.534 3.348
H -2.523 -3.132 -6.220
H -4.227 -3.161 -2.119
O -3.345 2.369 -1.841
F 3.439 3.998 -3.370
C 1.092 2.038 0.364
N -1.858 -3.019 0.610
H 3.190 7.473 0.086
H -0.497 6.698 0.841
C -1.705 -2.409 -2.976
C -0.728 1.363 2.185
C 0.339 3.560 2.041
O -1.027 1.641 3.351
H -0.218 3.750 2.951
C 1.020 -5.795 1.829
O -2.738 0.084 -1.168
H 1.647 -7.186 0.332
H -3.277 -4.630 -1.850
N -1.515 -2.427 -0.601
O 0.233 -1.126 -2.278
H 0.129 -4.267 4.722
C -2.391 -2.912 -4.095
```



Record 3
# C30H25FeN3O4P

A structure of composition C30H25FeN3O4P (ωB97M-V/def2-TZVPD, the Open Molecules 2025 dataset).

The max |F| is 0.0182 hartree/bohr. The calculation puts the HOMO energy (alpha / beta) at -0.40170 / -0.42053 Ha. The net charge is +1. Its spin multiplicity is 5. For the HOMO-LUMO gap (alpha / beta), the calculation gives 8.3 / 8.6 eV. The expectation value of S² is 6.012. For the relative energy (zero: lowest compared OMol25 entry of this formula, charge and spin), the calculation gives 0.213 eV.

The geometry in XYZ format:
```
64
C30H25FeN3O4P (ωB97M-V/def2-TZVPD)
Fe -0.368 -0.399 -0.079
C -2.736 4.044 -0.585
C 2.597 -2.804 -0.323
C -2.645 0.199 -1.564
H -4.497 -2.855 2.367
C -1.139 3.583 -2.301
H -2.760 4.970 -2.522
O -0.452 1.578 0.583
O -3.351 0.932 -2.219
C -1.281 -3.909 -1.403
H -0.616 -6.052 2.928
H 0.381 -2.241 4.603
C -0.162 -4.198 3.907
C 0.520 -2.400 2.470
C 0.376 -3.223 1.354
C -3.243 -0.644 -0.452
C -4.171 -2.222 1.554
H 4.714 -5.448 -0.548
C 4.389 -4.426 -0.416
C -5.060 -1.767 0.593
H -2.396 2.875 1.223
C 4.876 -2.117 -0.003
C -0.528 2.680 -1.460
O 2.063 1.483 0.373
H 0.867 -1.376 2.356
P 0.811 -2.484 -0.263
C 3.201 -0.375 0.080
H 2.320 -4.901 -0.679
C 0.258 -2.886 3.743
C 0.696 -3.704 -2.763
C -1.932 -4.541 -2.450
C 0.040 -4.338 -3.807
H 1.719 -3.374 -2.897
C -4.590 -0.952 -0.423
N 2.034 0.113 0.203
H 4.045 0.312 0.095
C -2.095 3.132 0.219
H -3.604 4.557 -0.203
H -2.125 -2.168 2.211
C 3.521 -1.792 -0.082
H -2.957 -4.863 -2.328
H -6.105 -2.043 0.637
H -5.231 -0.552 -1.195
H -0.736 3.724 -3.292
C 3.039 -4.113 -0.492
H 0.345 2.103 -1.725
H -1.782 -5.254 -4.466
N -1.018 2.471 -0.234
O -1.366 0.043 -1.685
H -0.372 -4.579 4.897
C -1.272 -4.759 -3.651
C -0.019 -4.546 1.529
H 0.554 -4.498 -4.745
C 5.310 -3.421 -0.165
H -0.120 -5.202 0.675
C 0.045 -3.501 -1.548
C -0.299 -5.026 2.800
H 1.104 1.698 0.336
C -2.842 -1.848 1.468
H 5.596 -1.330 0.180
N -2.381 -1.078 0.477
H 6.365 -3.650 -0.101
H -1.809 -3.733 -0.473
C -2.260 4.271 -1.868
```



Record 4
# C30H25I2N7O9Rh

A structure of composition C30H25I2N7O9Rh (ωB97M-V/def2-TZVPD, the Open Molecules 2025 dataset).

The max |F| is 0.0086 hartree/bohr. The calculation puts the HOMO energy (alpha / beta) at -0.36520 / -0.41869 Ha. The net charge is +1. Its spin multiplicity is 5. For the HOMO-LUMO gap (alpha / beta), the calculation gives 6.7 / 6.7 eV. The expectation value of S² is 6.060. For the relative energy (zero: lowest compared OMol25 entry of this formula, charge and spin), the calculation gives 1.142 eV.

The geometry in XYZ format:
```
74
C30H25I2N7O9Rh (ωB97M-V/def2-TZVPD)
H 2.821 0.732 0.010
C -2.385 1.521 0.309
Rh -0.094 0.087 -0.366
C -1.088 -4.888 -1.259
I 4.741 -1.341 5.281
H -1.913 0.986 1.127
C -2.606 3.534 -1.012
C -1.921 2.768 -0.082
N 0.335 -6.809 -0.712
H -3.885 0.028 -0.002
C -3.780 3.040 -1.561
O -0.293 -7.450 -1.523
N -0.189 -0.290 -2.383
H -2.210 4.495 -1.316
C 1.290 5.389 2.560
H 2.576 3.534 0.604
H 2.375 5.437 2.516
O 1.285 -7.207 -0.075
H -2.419 4.018 2.197
C -0.821 -2.741 -0.100
H -2.082 5.595 1.441
C -3.541 1.016 -0.277
N 0.869 -2.678 1.742
C -0.184 -1.083 -5.012
H -4.328 3.636 -2.278
C 0.569 2.827 -0.001
C -0.083 -5.412 -0.486
C 1.082 -0.272 2.214
H 1.003 5.075 3.565
C -1.451 -3.569 -1.045
N 1.888 -0.970 -0.667
I -0.631 1.122 4.340
H -1.589 -5.483 -2.007
N -2.559 -3.067 -1.890
H -1.335 5.161 2.997
H 2.954 -1.355 -2.483
O 1.725 -3.256 2.433
H 1.895 -1.545 -4.677
C -1.662 4.782 2.033
C 1.063 0.145 3.655
C 0.795 4.419 1.546
C 2.187 -0.689 -2.079
N -0.661 3.225 0.412
H -2.176 0.195 -2.606
O 0.726 1.891 -0.878
N -0.516 4.184 1.377
H 1.314 -5.122 1.118
H -5.140 1.382 -1.655
C -4.238 1.775 -1.207
C 3.257 -0.740 3.996
H 2.573 0.332 -2.129
C 2.834 -0.331 0.267
C 0.545 -4.680 0.502
C 0.177 -3.359 0.704
O 0.257 -1.556 2.236
C 2.483 -0.514 1.717
C 3.469 -0.810 2.599
O -1.144 -1.479 0.041
C -1.337 -0.575 -4.440
C -1.302 -0.187 -3.115
O -3.070 -2.001 -1.609
O -2.897 -3.760 -2.823
C 0.975 -1.164 -4.255
C 2.069 -0.174 4.506
O 0.355 0.596 1.457
H 4.458 -1.060 2.236
H 1.846 -1.973 -0.506
H -0.183 -1.413 -6.042
C 0.949 -0.746 -2.939
H 0.894 6.390 2.386
H 1.980 0.027 5.564
H 3.853 -0.698 0.112
H -2.260 -0.493 -4.995
C 1.507 3.598 0.692
```



Record 5
# C30H25N2O4S4SbSe4W

A structure of composition C30H25N2O4S4SbSe4W at a distorted geometry (ωB97M-V/def2-TZVPD, the Open Molecules 2025 dataset).

The max |F| is 0.0372 hartree/bohr. The calculation puts the HOMO energy (alpha / beta) at -0.44907 / -0.47735 Ha. The net charge is +2. Its spin multiplicity is 3. For the HOMO-LUMO gap (alpha / beta), the calculation gives 5.2 / 5.9 eV. The expectation value of S² is 2.028. For the relative energy (zero: lowest compared OMol25 entry of this formula, charge and spin), the calculation gives 3.924 eV.

The geometry in XYZ format:
```
71
C30H25N2O4S4SbSe4W (ωB97M-V/def2-TZVPD)
C -0.311 -2.767 -3.294
C 4.283 -3.209 -0.802
H -4.251 -1.501 3.341
C 2.565 1.694 -0.616
C 0.781 1.928 -3.742
H 0.355 0.094 5.709
C -4.826 0.928 -0.099
Se -4.758 4.449 -0.540
H 1.722 5.162 -3.599
C -3.464 -2.223 3.170
O -0.987 1.587 1.870
H 0.567 -0.564 3.216
H -4.078 1.454 1.890
C 4.143 1.613 1.177
C -0.389 0.319 4.958
C 1.612 4.120 -3.329
C -1.939 -0.656 1.819
H 0.407 3.590 -5.039
Sb -3.294 4.239 -2.310
C -3.047 -0.180 0.896
C -4.526 0.029 -1.076
C 3.340 -1.762 -2.471
C -0.263 -0.019 3.638
C -1.575 0.972 5.264
C 3.628 2.260 0.068
H 0.897 -3.331 -0.670
S -3.239 -0.987 -0.625
C 1.891 -3.052 -1.001
W -0.176 0.517 -0.141
H -4.995 -0.079 -2.041
N 2.012 0.525 -0.209
H 4.967 2.048 1.726
H 4.066 3.183 -0.281
H 0.227 1.223 -4.352
N 1.328 1.456 -2.626
Se -3.120 2.878 -4.192
C 2.009 2.301 -1.851
Se -1.612 6.077 -2.212
C -2.409 -4.279 3.259
H 0.265 -3.356 -4.009
S 0.704 -1.377 -2.835
H -0.566 -3.355 -2.416
H -5.604 1.670 -0.189
H -1.203 -2.366 -3.772
H -4.329 -3.987 4.188
O 0.375 1.558 1.432
O -0.157 -0.811 -1.666
H 2.891 -4.298 0.422
C 3.606 0.390 1.568
H 2.721 4.310 -1.503
Se -1.526 2.103 -1.052
C 2.537 -0.109 0.869
C 3.008 -3.582 -0.381
C 2.183 3.641 -2.160
S -1.303 -3.326 2.371
H 5.152 -3.636 -0.318
H -2.192 -5.316 3.458
H 5.445 -2.026 -2.165
C 4.452 -2.305 -1.841
C -2.321 -1.945 2.486
H 3.451 -1.052 -3.282
C -1.390 0.430 2.783
C -3.509 -3.568 3.625
C 2.077 -2.152 -2.046
H -1.897 1.333 6.228
O -0.783 -0.894 0.979
C 0.890 3.253 -4.133
H 4.002 -0.160 2.410
H 2.081 -1.058 1.124
S -2.610 1.161 3.900
C -3.988 0.794 1.041
```



Record 6
# C30H25N6O13

A cluster of 6 separate species, C30H25N6O13 in total at a distorted geometry (ωB97M-V/def2-TZVPD, the Open Molecules 2025 dataset).

The max |F| is 0.2394 hartree/bohr. The calculation puts the HOMO energy at -0.22454 Ha. The net charge is -1. For the HOMO-LUMO gap, the calculation gives 6.8 eV. For the relative energy (zero: lowest compared OMol25 entry of this formula, charge and spin), the calculation gives 2.311 eV.

The geometry in XYZ format:
```
74
C30H25N6O13 (ωB97M-V/def2-TZVPD)
C -1.156 6.246 -0.252
H -7.738 1.242 0.567
O 4.751 0.285 1.973
C -0.736 -3.799 5.532
C -1.553 4.812 0.293
C -0.005 3.669 -1.346
O -3.349 -6.179 1.908
C 4.238 -0.584 -3.900
C -0.831 -2.602 4.883
N 4.781 -1.214 -6.396
H -0.357 -3.761 6.464
O -1.261 -0.052 -1.024
O -4.009 1.874 -1.086
O 4.332 -0.988 -7.479
C 6.084 -2.257 -0.464
C -6.901 1.456 1.312
H -3.753 2.237 3.830
C -0.846 3.601 -0.282
O -1.320 0.066 1.123
H 7.139 -2.048 -0.360
H 0.987 -0.175 -2.246
H 1.120 5.246 -2.846
O -5.842 0.814 -1.434
O -0.410 8.630 -1.669
H -2.169 4.808 1.273
H -2.574 -3.547 1.956
C -5.413 1.613 0.673
C -7.039 1.638 2.918
C 3.496 -1.710 0.223
N 5.568 -0.587 1.483
H -6.230 1.690 4.774
H 3.513 -4.231 -2.276
O 6.749 -0.832 1.902
H -0.971 2.644 -0.002
C 2.312 -0.892 -5.593
H -1.655 7.183 0.336
H -3.215 2.110 1.270
C -1.470 -2.423 3.381
C 0.471 5.007 -1.954
C -0.089 6.326 -1.293
C -2.106 -5.029 3.597
C -4.221 1.876 1.698
H -7.924 1.450 3.394
C -5.935 1.821 3.799
H 2.008 -1.077 -6.568
H -0.391 -1.651 5.238
C -4.487 2.007 3.193
O -2.892 -7.236 3.829
H 0.493 2.867 -1.802
O 6.038 -1.344 -6.219
H 0.323 -0.376 -4.609
H -1.083 -6.045 5.377
H 5.350 -0.561 -3.663
C 3.339 -0.136 -2.761
C 3.826 -0.998 -5.317
N -2.796 -6.230 3.006
N -0.920 -0.457 0.143
H -1.441 -1.690 2.734
C -2.183 -3.681 2.840
H 2.724 -1.166 0.976
H 3.519 0.293 -1.747
C -1.240 -5.133 4.955
N 0.367 7.674 -1.682
C 5.064 -1.566 0.494
O -0.039 -1.379 0.211
C 3.917 -3.550 -1.466
C 1.359 -0.500 -4.412
C 1.879 -0.136 -3.124
C 3.029 -2.788 -0.800
N -5.080 1.556 -0.747
H 5.916 -3.752 -2.207
C 5.399 -3.273 -1.469
O 1.535 7.684 -2.202
H 2.005 -2.792 -0.864
```



Record 7
# C30H25N7O6V

A structure of composition C30H25N7O6V at a distorted geometry (ωB97M-V/def2-TZVPD, the Open Molecules 2025 dataset).

The max |F| is 0.0242 hartree/bohr. The calculation puts the HOMO energy (alpha / beta) at -0.40891 / -0.40967 Ha. The net charge is +1. Its spin multiplicity is 3. For the HOMO-LUMO gap (alpha / beta), the calculation gives 7.7 / 7.7 eV. The expectation value of S² is 2.013. For the relative energy (zero: lowest compared OMol25 entry of this formula, charge and spin), the calculation gives 0.622 eV.

The geometry in XYZ format:
```
69
C30H25N7O6V (ωB97M-V/def2-TZVPD)
C -2.510 3.420 -2.079
N -1.956 -2.227 1.162
C -2.463 4.613 -1.402
O 0.950 2.630 0.557
C -4.315 -2.896 -3.392
H -0.248 0.341 5.385
C -0.772 -1.587 4.540
C 1.050 -4.204 0.054
H 4.545 5.050 0.078
C 2.772 3.443 -2.304
H -2.184 5.524 0.547
C -0.792 0.449 3.328
H 2.808 5.274 -0.215
C -2.283 2.224 -1.389
H -1.641 3.365 1.617
C -1.911 3.414 0.569
C -2.462 -0.107 -1.581
V -0.574 0.711 0.449
C 1.195 -2.828 0.010
O 1.115 -0.075 0.709
C -3.811 -1.609 -3.231
C -3.432 -3.600 -1.245
H 0.343 -4.728 -0.570
N 1.659 -6.378 1.028
H -2.770 3.357 -3.125
H -3.293 -4.350 -0.479
H 3.012 2.872 -3.197
O 0.712 -6.858 0.440
H 0.589 -2.243 -0.671
O 0.559 1.492 -1.303
C -2.173 -1.705 0.014
H -3.963 -0.843 -3.978
C 3.855 4.464 -1.944
H 3.371 -4.916 2.431
N -1.191 -0.181 2.206
O 2.454 -7.000 1.699
C -3.101 -1.350 -2.076
C 2.118 -2.194 0.833
C -0.569 -0.206 4.512
H -4.534 -4.864 -2.579
H 2.675 3.264 0.816
H 3.756 5.402 -2.485
O 3.319 -0.125 0.884
C 2.775 -4.311 1.765
H -4.867 -3.143 -4.289
C 3.677 4.661 -0.449
H 4.848 4.061 -2.153
N -1.921 2.234 -0.086
C -2.193 4.613 -0.032
N 3.369 3.275 0.047
H -2.658 5.542 -1.922
H 4.203 2.774 0.346
C -1.217 -2.231 3.410
C 1.837 -4.909 0.945
N -2.585 1.063 -2.089
C -4.127 -3.875 -2.419
H -0.640 1.519 3.244
C -1.435 -1.509 2.231
H 1.812 3.932 -2.473
H -1.415 -3.293 3.391
H 3.192 1.578 -1.190
H -0.596 -2.147 5.449
C -2.920 -2.326 -1.101
H 3.649 -2.426 2.311
C 2.919 -2.934 1.696
C 2.681 2.532 -1.072
C 2.246 -0.701 0.814
N -1.815 -0.438 -0.409
C 1.274 2.225 -0.589
```